Here is C15H53F3N22O14Ti as an isolated structure from the Open Molecules 2025 dataset. Energies are from ωB97M-V/def2-TZVPD.

E_tot in eV: -109123.913
Highest occupied orbital energy (alpha / beta) in eV: -8.3 / -10.9
Gap between HOMO and LUMO (alpha / beta) in eV: 5.748 / 8.095
Total charge: +1
LUMO (alpha / beta) in eV: -2.52 / -2.83
2S+1: 4

Last column: Löwdin spin population.
Cartesian coordinates (Å):
O (-2.7764, 5.6345, -1.9970)  0.049
H (-1.9926, 5.5576, -1.4481)  0.004
H (-2.9705, 6.5484, -2.2177)  0.040
H (-3.5438, 5.2964, -1.5297)  0.008
Ti (-4.6465, 7.2675, 0.6609)  2.572
C (-5.8012, 4.2801, -0.5744)  0.008
O (-4.8861, 3.4539, -1.3422)  0.002
O (-5.5612, 5.5222, -1.1823)  0.067
C (-7.3354, 3.8588, -0.5343)  0.001
F (-7.7880, 3.3925, -1.6404)  0.000
F (-7.4526, 2.9999, 0.4173)  0.000
F (-8.0572, 4.8194, -0.2012)  0.001
C (-4.0502, 2.5152, -0.6187)  0.001
C (-2.9510, 1.9483, -1.6064)  0.000
H (-2.0217, 2.4883, -1.7873)  0.000
H (-2.5925, 0.9440, -1.3804)  0.000
H (-3.3243, 1.9285, -2.6303)  0.000
H (-4.7523, 1.7064, -0.4166)  0.000
H (-3.4414, 2.9468, 0.1758)  0.000
H (-5.4980, 4.3824, 0.4676)  0.003
C (-5.0962, 1.3965, 2.9778)  0.000
O (-4.6513, 2.4772, 3.2372)  0.000
N (-4.2994, 0.4018, 3.0232)  0.000
N (-6.2622, 1.1672, 2.5545)  0.000
H (-4.6754, -0.5212, 2.8593)  0.000
H (-3.4039, 0.7439, 3.3411)  0.000
H (-6.6363, 0.2800, 2.8595)  0.000
H (-6.8179, 1.9833, 2.3418)  0.000
C (-11.1536, 6.2060, 0.7968)  0.000
O (-11.6100, 6.7255, 1.8116)  0.000
N (-10.7727, 4.9355, 0.7813)  0.000
N (-10.9918, 6.7493, -0.3455)  0.000
H (-10.9361, 4.4103, 1.6284)  0.000
H (-10.3298, 4.3877, 0.0574)  0.000
H (-11.3270, 7.7017, -0.3704)  0.000
H (-10.8294, 6.1372, -1.1323)  0.000
C (-7.1812, 1.4327, -3.7235)  0.000
O (-7.9809, 0.5452, -3.6299)  0.000
N (-6.0610, 1.5500, -2.9948)  0.000
N (-7.3302, 2.5975, -4.2604)  0.000
H (-5.8351, 0.6765, -2.5409)  0.000
H (-5.6702, 2.4248, -2.6751)  0.000
H (-8.2938, 2.8960, -4.3099)  0.000
H (-6.7230, 2.9040, -5.0070)  0.000
C (0.5538, 4.3522, -1.4725)  0.001
O (-0.4569, 4.5880, -0.9148)  0.003
N (1.1209, 5.0835, -2.3459)  0.000
N (1.2501, 3.2662, -1.2826)  0.000
H (0.6209, 5.8909, -2.6898)  0.000
H (2.0101, 4.8438, -2.7606)  0.000
H (1.1655, 2.5207, -0.6064)  0.000
H (1.6804, 3.0039, -2.1580)  0.000
C (-2.3599, 5.6228, 2.0989)  0.010
O (-2.7909, 5.9573, 1.0089)  0.071
N (-1.1373, 5.8471, 2.5058)  0.001
N (-2.9539, 4.8299, 2.9089)  0.001
H (-0.7579, 5.3723, 3.3125)  0.000
H (-0.7414, 6.6447, 2.0290)  0.001
H (-3.9403, 4.6974, 2.7369)  0.001
H (-2.5184, 4.5913, 3.7884)  0.000
C (-6.2070, 5.5869, 3.1854)  0.007
O (-5.5470, 6.4770, 2.6712)  0.058
N (-6.1828, 5.2558, 4.4213)  0.002
N (-7.0505, 4.9657, 2.5418)  0.002
H (-6.8508, 4.5760, 4.7559)  0.000
H (-5.6154, 5.8848, 4.9713)  0.000
H (-7.5796, 4.4157, 3.2034)  0.000
H (-7.3274, 5.1930, 1.5975)  0.001
C (-5.3432, 5.1001, -5.3192)  0.000
O (-5.4024, 5.3272, -6.5313)  0.000
N (-4.3801, 4.5380, -4.5773)  0.001
N (-6.2850, 5.4780, -4.5642)  0.001
H (-4.5692, 4.4678, -3.5877)  0.001
H (-3.5620, 4.1050, -4.9814)  0.000
H (-6.8994, 6.0413, -5.1346)  0.000
H (-6.2000, 5.6293, -3.5692)  0.001
C (-0.3585, -0.5737, 1.3806)  0.000
O (0.4566, 0.2983, 1.3291)  0.000
N (-1.5506, -0.4020, 1.0341)  0.000
N (-0.1856, -1.7254, 2.0074)  0.000
H (-1.8220, 0.4454, 0.5561)  0.000
H (-2.2301, -1.1409, 1.1452)  0.000
H (-1.0141, -2.1685, 2.3783)  0.000
H (0.6369, -1.8760, 2.5739)  0.000
C (-5.4845, -1.0045, -0.8547)  0.000
O (-5.5832, -1.5538, -1.9116)  0.000
N (-4.3639, -0.9001, -0.1787)  0.000
N (-6.4135, -0.3869, -0.1824)  0.000
H (-3.5913, -1.5179, -0.3825)  0.000
H (-4.3472, -0.1694, 0.5184)  0.000
H (-7.3171, -0.2257, -0.6038)  0.000
H (-6.4382, -0.3867, 0.8273)  0.000
C (-10.9011, 4.0245, -3.6924)  0.000
O (-11.4250, 3.1445, -3.0041)  0.000
N (-9.6110, 4.3191, -3.6370)  0.000
N (-11.5218, 4.8880, -4.3942)  0.000
H (-8.9857, 3.8670, -2.9853)  0.000
H (-9.3142, 5.1456, -4.1358)  0.000
H (-11.0571, 5.7600, -4.6031)  0.000
H (-12.5303, 4.8554, -4.3495)  0.000
C (-7.6797, 8.8753, -0.1384)  0.013
O (-8.1811, 9.8655, 0.1878)  0.005
N (-6.9867, 8.7872, -1.2187)  0.029
N (-7.7459, 7.6281, 0.3349)  0.005
H (-6.4021, 8.0914, -1.6595)  0.023
H (-6.9563, 9.6414, -1.7567)  0.002
H (-8.0631, 7.3204, 1.2431)  0.000
H (-7.3546, 6.8594, -0.1905)  0.002